Record 1
# C39H46FeOP2

A structure of composition C39H46FeOP2 at a distorted geometry (the ωB97M-V functional and the def2-TZVPD basis, the Open Molecules 2025 dataset).

Summary:
LUMO energy (spin up / spin down)   0.223 / -0.042 eV
Total energy   -96195.78350 eV
HOMO energy (spin up / spin down)   -0.2524 / -0.2523 hartree
Frontier orbital gap (spin up / spin down)   7.1 / 6.8 eV
Charge   0
2S+1   5

Last column: Mulliken charge in e.
Geometry (Å):
1 Fe 1.2023 -0.9992 1.2628  -0.10
2 C -3.2871 0.4668 4.2780  -0.71
3 C -3.3144 0.4820 2.9491  0.06
4 C -3.4024 1.6731 2.0429  -1.30
5 C -2.0291 2.2467 1.6536  0.28
6 C -1.3463 3.0445 2.7311  -0.58
7 C -1.7215 3.2347 4.0060  -0.23
8 C -3.0640 3.0469 4.6585  -1.09
9 C -3.3689 1.6288 5.2244  -0.56
10 C 3.2367 -0.6102 1.2214  -0.88
11 H -3.3330 -0.5034 4.7928  0.56
12 H -3.2765 -0.4733 2.4024  0.31
13 H -4.0072 2.4619 2.4870  0.42
14 H -3.9133 1.3514 1.1171  0.46
15 H -1.3706 1.4064 1.3697  -0.17
16 H -2.1529 2.8734 0.7551  0.36
17 H -0.3997 3.4991 2.3963  0.37
18 H -0.9688 3.6202 4.7049  0.39
19 H -3.8922 3.3694 4.0155  0.37
20 H -3.0751 3.7219 5.5348  0.40
21 H -2.6660 1.4479 6.0602  0.28
22 H -4.3889 1.6705 5.6604  0.36
23 H 3.5391 -0.9887 2.2210  0.20
24 H 3.3309 0.4932 1.1671  0.16
25 H 3.7785 -1.0987 0.3965  0.38
26 P -0.1987 -1.6167 -2.4184  0.73
27 P 1.3016 0.4621 -2.7183  0.46
28 C -1.2355 -0.1948 -2.9096  -0.36
29 C -0.4197 0.8545 -3.1991  -1.11
30 C -0.4031 -2.7664 -3.8203  0.17
31 C -1.4786 -2.6570 -4.7119  0.01
32 C -1.5926 -3.5569 -5.7779  -0.74
33 C -0.6353 -4.5545 -5.9650  -0.43
34 C 0.4456 -4.6610 -5.0791  -0.73
35 C 0.5645 -3.7694 -4.0092  -0.17
36 C -1.1178 -2.4080 -1.0822  0.55
37 C -0.6502 -1.8736 0.1250  -0.29
38 C -1.2653 -2.2113 1.3301  0.44
39 C -2.3531 -3.1079 1.3233  -0.83
40 C -2.8047 -3.6502 0.1119  -0.60
41 C -2.1901 -3.3130 -1.1016  -0.70
42 C 2.1299 0.6762 -4.3894  0.45
43 C 1.8316 -0.2424 -5.4178  -0.04
44 C 2.3974 -0.1039 -6.6904  -0.78
45 C 3.2718 0.9530 -6.9658  -0.46
46 C 3.5643 1.8735 -5.9609  -0.69
47 C 2.9969 1.7409 -4.6855  -0.40
48 C 1.7587 1.9747 -1.8123  0.80
49 C 3.0495 2.0254 -1.2519  -0.49
50 C 3.4692 3.1667 -0.5710  -0.70
51 C 2.6123 4.2673 -0.4478  -0.52
52 C 1.3300 4.2176 -1.0052  -0.73
53 C 0.8960 3.0704 -1.6692  -0.34
54 H -2.3246 -0.2259 -2.9071  0.69
55 H -0.6800 1.8011 -3.6772  0.71
56 H -2.2161 -1.8682 -4.5837  0.37
57 H -2.4379 -3.4711 -6.4603  0.39
58 H -0.7278 -5.2565 -6.7987  0.38
59 H 1.1941 -5.4368 -5.2229  0.40
60 H 1.4047 -3.8349 -3.3189  0.41
61 H 0.1469 -1.0792 -0.0315  0.01
62 H -0.8945 -1.7891 2.2705  0.31
63 H -2.8286 -3.3826 2.2687  0.42
64 H -3.6636 -4.3327 0.1131  0.38
65 H -2.5433 -3.7292 -2.0471  0.47
66 H 1.1452 -1.0736 -5.2382  -0.01
67 H 2.1645 -0.8175 -7.4803  0.41
68 H 3.7216 1.0661 -7.9570  0.35
69 H 4.2369 2.7107 -6.1556  0.39
70 H 3.2223 2.4763 -3.9142  0.28
71 H 3.7052 1.1573 -1.3362  0.44
72 H 4.4661 3.1927 -0.1335  0.44
73 H 2.9477 5.1648 0.0691  0.39
74 H 0.6622 5.0748 -0.9262  0.40
75 H -0.1101 3.0379 -2.0896  0.26
76 C 2.1041 -1.7041 5.0978  -1.83
77 C 0.9684 -0.7891 4.5984  1.49
78 C -0.3076 -1.2877 5.3040  -1.39
79 C 1.2324 0.6340 5.1200  -1.34
80 O 0.8582 -0.8206 3.2294  -0.29
81 H 2.2063 -1.6364 6.1901  0.40
82 H 3.0555 -1.4180 4.6297  0.34
83 H 1.8818 -2.7433 4.8258  0.38
84 H -0.1558 -1.2874 6.3938  0.49
85 H -1.1716 -0.6445 5.0817  0.01
86 H -0.5302 -2.3198 4.9975  0.36
87 H 2.1569 1.0378 4.6936  0.40
88 H 0.4090 1.3004 4.8406  0.09
89 H 1.3176 0.6336 6.2153  0.38

Atoms 1-6, force components in eV/Å:
2.03 0.20 3.97
-0.62 -0.28 0.14
0.01 -0.49 -0.15
-0.01 0.08 -0.49
-0.47 0.28 -0.10
0.28 0.04 0.31

=====

Record 2
# C39H46IrP2

A structure of composition C39H46IrP2 at a distorted geometry (the ωB97M-V functional and the def2-TZVPD basis, the Open Molecules 2025 dataset).

Summary:
LUMO energy (spin up / spin down)   -5.924 / -7.986 eV
Total energy   -62579.34254 eV
HOMO energy (spin up / spin down)   -0.4478 / -0.4889 hartree
Frontier orbital gap (spin up / spin down)   6.3 / 5.3 eV
Charge   +2
2S+1   6

Last column: Mulliken charge in e.
Geometry (Å):
1 Ir 0.2015 -0.8125 1.0982  1.65
2 C -2.9839 0.3573 4.4473  -0.56
3 C -3.3573 0.1496 3.1536  0.02
4 C -3.5668 1.1695 2.0890  -0.92
5 C -2.3143 1.8229 1.4071  -0.88
6 C -0.8655 1.4171 1.7970  1.00
7 C -0.3865 1.8211 3.0254  -0.47
8 C -1.2212 2.4300 4.0858  -1.96
9 C -2.2578 1.5729 4.9203  -0.50
10 C 1.9711 -0.0524 1.3861  -0.93
11 H -3.0985 -0.4491 5.1801  0.36
12 H -3.1924 -0.8643 2.7499  0.16
13 H -4.2568 1.9892 2.4111  0.30
14 H -4.0549 0.6516 1.2408  0.38
15 H -2.3638 1.6381 0.3057  0.15
16 H -2.3440 2.9292 1.5473  0.57
17 H -0.2481 1.6814 0.9277  -0.21
18 H 0.6797 1.7389 3.2131  1.04
19 H -1.7727 3.3287 3.7525  0.57
20 H -0.5175 2.7947 4.8455  0.44
21 H -1.7401 1.2471 5.8368  0.49
22 H -3.0324 2.3308 5.2252  0.40
23 H 2.1248 0.5735 2.2541  0.33
24 H 2.2396 0.4845 0.5031  -0.63
25 H 2.6506 -0.9031 1.4667  0.72
26 P -0.6735 -0.9610 -2.4334  0.30
27 P 0.7201 1.0275 -2.3884  1.22
28 C -1.7286 0.3958 -2.7683  -0.21
29 C -0.9282 1.5405 -2.7286  -0.97
30 C -0.6698 -2.2369 -3.7234  0.13
31 C -1.7059 -2.2872 -4.6484  -0.20
32 C -1.6545 -3.2701 -5.6315  -0.66
33 C -0.6058 -4.1878 -5.7102  -0.62
34 C 0.4087 -4.1086 -4.7561  -0.69
35 C 0.3981 -3.1554 -3.7446  -0.08
36 C -1.0421 -1.9239 -1.0145  -0.28
37 C 0.1161 -2.2651 -0.2350  0.92
38 C -0.0779 -2.9344 1.0063  -1.76
39 C -1.4331 -3.2796 1.3545  -0.52
40 C -2.4896 -3.1815 0.4403  -0.96
41 C -2.3022 -2.5023 -0.7610  -0.79
42 C 1.6066 1.1243 -4.0435  0.61
43 C 1.3781 0.1028 -4.9854  -0.39
44 C 2.1490 0.0207 -6.1376  -0.81
45 C 3.0898 1.0227 -6.4237  -0.58
46 C 3.2270 2.1077 -5.5476  -0.70
47 C 2.4847 2.1791 -4.3723  -0.61
48 C 1.4321 2.3857 -1.4633  1.15
49 C 2.7273 2.2173 -0.9379  -0.75
50 C 3.3017 3.1468 -0.0760  -0.69
51 C 2.5963 4.3257 0.2058  -0.53
52 C 1.3447 4.5787 -0.3842  -0.76
53 C 0.7904 3.6065 -1.2240  -0.73
54 H -2.7863 0.2289 -2.9785  0.53
55 H -1.2851 2.5863 -2.8596  0.64
56 H -2.5056 -1.5396 -4.6251  0.33
57 H -2.4387 -3.3084 -6.3676  0.45
58 H -0.5818 -4.9508 -6.4936  0.44
59 H 1.2386 -4.7986 -4.8089  0.45
60 H 1.2179 -3.0801 -3.0319  0.40
61 H 1.1321 -2.0960 -0.6840  0.79
62 H 0.7896 -3.1542 1.6278  1.02
63 H -1.6221 -3.7234 2.3161  0.51
64 H -3.4663 -3.6135 0.6817  0.49
65 H -3.1409 -2.4040 -1.4633  0.54
66 H 0.5848 -0.6275 -4.8252  0.26
67 H 2.0067 -0.8141 -6.8159  0.46
68 H 3.7067 0.9467 -7.3190  0.40
69 H 3.9232 2.9044 -5.7898  0.42
70 H 2.5646 3.0571 -3.7302  0.43
71 H 3.2762 1.3130 -1.1945  0.60
72 H 4.2910 2.9554 0.3765  0.42
73 H 3.0234 5.0539 0.8994  0.41
74 H 0.8241 5.5249 -0.1841  0.45
75 H -0.1562 3.8274 -1.7057  0.25
76 C 0.7336 -0.0814 5.4850  -1.36
77 C 1.1051 -1.1426 4.4688  1.23
78 C 1.3983 -2.4280 5.2691  -1.76
79 C 0.0276 -1.3153 3.3326  -0.87
80 H -0.1745 -0.3045 6.0453  0.30
81 H 0.5939 0.8779 4.9924  0.13
82 H 1.5491 0.0747 6.2069  0.55
83 H 2.0072 -0.8364 3.9437  -0.11
84 H 0.5172 -2.8812 5.7239  0.38
85 H 1.8694 -3.1789 4.6217  0.39
86 H 2.1285 -2.2502 6.0695  0.46
87 H -0.1580 -2.4082 3.3353  0.45
88 H -0.9458 -0.9485 3.7439  -0.04

Atoms 1-6, force components in eV/Å:
-2.72 2.85 3.92
0.18 -0.36 -2.19
1.50 -0.55 1.04
0.08 0.72 -1.01
0.58 -0.07 -0.48
-1.19 1.42 -0.16